This record from the Open Molecules 2025 dataset describes a molecular structure, C40H57ClMgN3O4SSi4Te in a non-equilibrium geometry. The level of theory is ωB97M-V/def2-TZVPD.

Properties
HOMO-LUMO gap ... 0.2307 Eh
Multiplicity ... 1
Net charge ... -1

The geometry in XYZ format:
```
112
Properties=species:S:1:pos:R:3:forces:R:3
Mg 1.1260 -0.4675 -0.1141 0.2529 -0.0556 -0.0003
C 1.9115 3.7927 0.7663 0.1251 0.0987 0.0004
C 1.2829 2.5596 0.5440 0.0701 -0.0957 -0.1249
N 1.8908 1.5471 -0.0232 -0.1316 0.2519 0.2182
C 3.1771 1.6654 -0.4122 0.3522 0.3592 -0.0459
C 3.8930 2.8788 -0.2478 -0.2859 -0.1961 -0.0489
C 3.2026 3.9558 0.3466 -0.1346 -0.0398 0.1032
C 5.2508 2.9493 -0.6178 0.2763 -0.0529 -0.0996
C 5.8723 1.8095 -1.0557 -0.0343 0.3219 0.1094
C 5.1896 0.5963 -1.2010 -0.2671 -0.1695 0.0370
C 3.8220 0.4838 -0.9344 0.3996 -0.1044 -0.0852
N 3.0419 -0.6271 -0.9676 -0.2844 -0.2138 -0.0218
C 3.5242 -1.8882 -1.1210 0.3659 0.1584 -0.0469
C 4.5777 -2.3276 -1.9231 -0.2532 0.1634 0.0028
C 5.1496 -3.5941 -1.7453 -0.0002 -0.3292 0.2531
C 4.6971 -4.4621 -0.7823 0.1828 -0.0002 -0.2502
C 3.5202 -4.1373 -0.0760 -0.3238 0.2293 0.0507
C 2.9055 -4.9986 0.8575 -0.0676 0.0754 -0.0364
C 1.7199 -4.6383 1.4417 0.0863 -0.2414 -0.0507
C 1.1225 -3.4233 1.0740 -0.0531 0.0635 -0.1470
N 1.6902 -2.5785 0.2431 -0.1035 -0.1212 0.3563
C 2.8832 -2.8890 -0.3042 0.3854 -0.4381 -0.1286
H 1.3672 4.5941 1.2461 0.0020 0.0053 -0.0275
H 0.2455 2.4001 0.8147 -0.0065 0.0462 0.0310
H 3.7140 4.9016 0.4840 0.0302 -0.0082 0.0152
H 5.7856 3.8856 -0.5176 0.0075 -0.0079 0.0151
H 6.9298 1.8361 -1.2927 0.0007 0.0000 -0.0045
H 5.7645 -0.2738 -1.4710 -0.0522 -0.0099 -0.1319
H 4.9567 -1.6828 -2.7021 0.0662 0.0736 0.0887
H 5.9948 -3.8817 -2.3597 0.0186 0.0501 -0.0018
H 5.2060 -5.3954 -0.5764 -0.0554 -0.0427 -0.0696
H 3.3781 -5.9476 1.0838 -0.0211 -0.0119 0.0298
H 1.2280 -5.2894 2.1523 -0.0265 0.0290 0.0063
H 0.1488 -3.1385 1.4583 0.0307 0.0438 0.0560
C -4.8921 2.8420 0.8437 0.1687 0.0195 -0.4006
Si -3.2481 1.8803 0.7591 -0.3168 -0.2175 0.7351
C -3.6456 0.1545 1.4381 0.1378 -0.0327 -0.3135
C -2.1711 2.7240 2.0884 0.2078 -0.0652 -0.3579
Si -2.3765 1.8153 -1.4499 -0.1918 0.3019 0.0644
Te -0.5683 0.2593 -2.2004 -0.7534 0.6685 -0.3578
Si -4.2859 1.2750 -2.7700 -0.4831 -0.3854 -0.5201
C -3.7744 1.0325 -4.5811 0.2835 0.0542 0.2504
C -5.7701 2.4761 -2.8518 0.3509 0.1482 0.2846
C -5.0410 -0.3723 -2.1863 0.3110 0.1098 0.1704
Si -1.9453 4.0764 -2.0231 0.2074 0.6930 -0.3318
C -3.4287 5.2551 -1.8066 -0.0819 -0.3829 0.0877
C -0.5571 4.9592 -1.0711 -0.0590 -0.4073 0.0715
C -1.4304 4.1852 -3.8470 -0.0932 -0.2909 0.1139
H -5.2861 2.8894 1.8611 0.1246 -0.0953 0.0797
H -5.6500 2.3680 0.2164 -0.0091 -0.0161 0.0286
H -4.7729 3.8667 0.4853 -0.0388 0.0112 -0.0016
H -3.8898 0.1681 2.5038 -0.0213 0.1427 0.0195
H -2.7847 -0.5019 1.2946 -0.0122 0.0064 0.0215
H -4.4919 -0.2892 0.9080 -0.0197 0.0279 -0.0152
H -2.6964 2.8121 3.0420 -0.1557 -0.0659 -0.0517
H -1.8746 3.7299 1.7794 0.0277 0.0098 0.0160
H -1.2605 2.1499 2.2734 0.0148 0.0210 0.0081
H -3.5148 1.9883 -5.0426 0.0033 0.0126 0.0022
H -4.5608 0.5710 -5.1821 -0.1090 -0.0025 0.0998
H -2.8862 0.3979 -4.6315 -0.0002 -0.0110 -0.0245
H -5.4820 3.4286 -3.3006 -0.0224 -0.0134 -0.0429
H -6.1702 2.6937 -1.8596 -0.0264 0.0306 -0.0255
H -6.5820 2.0624 -3.4538 0.0811 -0.1599 -0.0418
H -4.2456 -1.0998 -2.0045 -0.0022 -0.0200 0.0027
H -5.7251 -0.8011 -2.9216 -0.0036 0.1008 -0.0890
H -5.5909 -0.2443 -1.2504 0.0020 0.0126 0.0110
H -3.6818 5.3717 -0.7502 0.0078 0.0286 0.0106
H -4.3181 4.8770 -2.3122 -0.0216 0.0428 0.0246
H -3.2127 6.2483 -2.2063 0.1433 -0.0210 -0.0433
H -0.7294 4.9161 0.0072 0.0152 0.0171 0.0153
H -0.4841 6.0123 -1.3524 -0.1217 0.0023 -0.1157
H 0.4083 4.4917 -1.2699 -0.0234 0.0138 -0.0111
H -2.2829 4.0297 -4.5125 -0.0161 -0.0065 0.0019
H -0.7007 3.4018 -4.0663 0.0121 -0.0038 -0.0155
H -0.9790 5.1482 -4.0950 -0.0305 0.0667 0.0989
C -2.6539 -3.7608 -2.6078 0.0478 0.0071 -0.0889
C -1.6159 -3.3469 -1.5850 0.3164 0.1645 0.0456
S 0.0196 -3.0114 -2.3821 -0.3275 -1.0527 -0.0418
O -0.2512 -2.7057 -3.8084 0.0038 0.1321 -0.4138
C 0.5482 -4.7857 -2.4410 0.1461 0.4054 0.0637
C 1.7347 -4.8933 -3.3854 -0.0604 0.0028 -0.0022
H -3.6603 -3.6418 -2.2052 0.0130 -0.0206 0.0618
H -2.5313 -4.7970 -2.9256 0.0014 0.0069 -0.0290
H -2.5546 -3.1202 -3.4855 -0.0478 -0.0297 -0.0163
H -1.4298 -4.0988 -0.8154 -0.0462 0.0163 0.0446
H -1.8896 -2.4033 -1.1122 0.0424 0.0106 0.0391
H -0.2975 -5.3686 -2.8063 -0.0773 0.0475 0.0264
H 0.8049 -5.0993 -1.4268 -0.0492 0.0077 0.0568
H 1.4967 -4.3863 -4.3212 0.0255 -0.0139 0.0005
H 1.9585 -5.9380 -3.6091 0.0381 0.0020 0.0550
H 2.6222 -4.4296 -2.9535 0.0509 0.0090 -0.0121
C 0.3073 0.4606 6.5992 0.0501 -0.0369 -0.0429
C 1.3677 -0.4981 6.1296 -0.1177 0.0084 -0.0791
C 2.5851 -0.5719 6.7967 0.0642 -0.0128 -0.0450
C 3.5650 -1.4535 6.3777 -0.1460 0.0240 -0.0592
Cl 5.0655 -1.5369 7.2521 0.1462 0.0105 0.0669
C 3.3645 -2.2767 5.2837 -0.0059 0.0084 0.0063
C 2.1547 -2.2101 4.6163 -0.0704 0.0156 -0.0771
C 1.1620 -1.3308 5.0264 0.2208 -0.0829 0.1742
O -0.0519 -1.3663 4.3860 -0.0079 0.0553 0.0434
C -0.3482 -0.2547 3.5360 0.0734 -0.0540 -0.3085
C 0.2872 -0.4579 2.1499 -0.3883 0.1427 1.1307
O -0.4804 -0.7121 1.1824 0.0808 0.0574 -0.1628
O 1.5249 -0.3545 2.0540 0.0721 0.0178 -0.0671
H 0.3324 0.5601 7.6841 0.0010 0.0056 0.0044
H -0.6825 0.1204 6.2995 -0.0135 0.0170 0.0203
H 0.4721 1.4515 6.1695 -0.0615 0.0180 0.0141
H 2.7682 0.0666 7.6516 -0.0042 -0.0270 0.0288
H 4.1450 -2.9465 4.9512 -0.0039 -0.0197 0.0197
H 1.9676 -2.8300 3.7497 0.0146 0.0111 -0.0066
H 0.0350 0.6789 3.9562 -0.0256 -0.0333 0.0469
H -1.4320 -0.2152 3.4497 0.0073 0.0036 -0.0071
```
Positions in Å, forces in eV/Å.

Atomic partial charges in e from the Mulliken method, atoms 1 to 2: 1.991 -1.259



This record from the Open Molecules 2025 dataset describes a molecular structure, C4H16CuN8O4 in a non-equilibrium geometry. The level of theory is ωB97M-V/def2-TZVPD.

Properties
HOMO-LUMO gap ... 0.1927 Eh
Multiplicity ... 1
Net charge ... +1

The geometry in XYZ format:
```
33
Properties=species:S:1:pos:R:3:forces:R:3
Cu 0.3696 -1.3936 1.4545 -0.0108 0.1529 -0.1347
C 0.7065 3.6836 4.4992 1.2715 -1.1901 -0.0105
O 1.1691 2.6356 4.1217 0.6473 -1.9129 -1.1126
N 1.4933 4.6720 4.9140 1.8431 2.5697 1.2048
N -0.5788 3.9247 4.5231 -2.5606 1.0200 0.3655
H 1.2343 5.3185 5.6455 -0.3747 -0.0764 -0.2962
H 2.4979 4.5792 4.8661 -0.3269 -0.5474 -0.1577
H -0.8540 4.8210 4.8988 -0.6461 -0.4018 -0.3490
H -1.2207 3.2091 4.2137 0.0946 0.4141 0.2784
C 0.4207 -6.9903 -1.2567 0.8653 3.3608 1.3828
O 0.2589 -5.7650 -1.3482 0.4890 -0.5203 1.6285
N 0.0641 -7.7444 -2.2290 -1.5992 -2.6315 -3.9466
N 0.9871 -7.7915 -0.3027 0.3124 1.0613 0.7230
H -0.3891 -7.2442 -2.9803 0.2972 -0.5182 -0.2611
H 0.6684 -8.5416 -2.3680 -0.5666 -0.0183 -0.6942
H 1.3753 -7.3277 0.5062 -0.3689 -0.6093 0.1513
H 0.4695 -8.6588 -0.3061 0.5808 -0.0451 1.1036
C 3.8392 1.4254 -3.2732 -0.4844 -0.8950 3.0694
O 3.3801 0.8464 -2.2873 -0.1838 0.0497 -0.4270
N 4.3796 0.8571 -4.3160 1.5212 -2.7127 -3.3939
N 3.9789 2.7263 -3.3880 -0.0587 4.1288 -0.0918
H 4.6217 -0.1224 -4.3612 -0.3947 0.2286 0.3069
H 4.7872 1.4253 -5.0447 -0.1072 -0.3585 0.1907
H 3.7030 3.4222 -2.7100 -0.1424 -0.6325 0.0200
H 4.4502 3.0885 -4.2046 -0.2165 0.1411 0.4081
C -4.8707 1.5394 0.1774 1.1909 0.5360 0.0020
O -3.9311 0.8299 0.4689 1.2536 -1.1873 -0.2910
N -5.8499 1.7357 1.0176 -2.0452 -0.1341 2.0792
N -4.9634 2.2818 -0.9185 0.7265 0.5706 -2.2348
H -5.7944 1.0368 1.7447 -0.9066 0.4553 0.2652
H -6.6760 2.2298 0.7117 -0.0915 -0.5266 0.5901
H -5.5838 3.0774 -0.9651 0.3509 -0.2327 -0.2012
H -4.1428 2.2135 -1.5033 -0.3593 0.4618 -0.1672
```
Positions in Å, forces in eV/Å.

Atomic partial charges in e from the Mulliken method, atoms 1 to 2: 0.996 0.635



This record from the Open Molecules 2025 dataset describes a molecular structure, C3HFeO2 in a non-equilibrium geometry. The level of theory is ωB97M-V/def2-TZVPD.

Properties
HOMO-LUMO gap (alpha / beta) ... 0.3017 / 0.1728 Eh
Multiplicity ... 6
Net charge ... +2

The geometry in XYZ format:
```
7
Properties=species:S:1:pos:R:3:forces:R:3
O -0.9771 0.0949 1.1977 -0.2114 -0.5703 2.1988
O 1.1423 -0.4180 1.0981 0.2104 -0.4003 1.9204
C 0.0541 -0.1534 0.5081 -0.0271 0.8965 -5.3721
Fe 0.1259 -0.3118 2.7611 -0.0934 0.2037 -0.4282
C 0.3051 0.5095 -2.0154 -3.0318 -1.1298 -2.1989
C 0.0302 -0.0051 -0.9385 1.3303 -0.3631 4.8102
H -0.6806 0.2839 -2.6112 1.8230 1.3633 -0.9301
```
Positions in Å, forces in eV/Å.

Atomic partial charges in e from the Mulliken method, atoms 1 to 2: -0.494 -0.457



This record from the Open Molecules 2025 dataset describes a molecular structure, C5H3NO3V in a non-equilibrium geometry. The level of theory is ωB97M-V/def2-TZVPD.

Properties
HOMO-LUMO gap (alpha / beta) ... 0.2701 / 0.2728 Eh
Multiplicity ... 4
Net charge ... +2

The geometry in XYZ format:
```
13
Properties=species:S:1:pos:R:3:forces:R:3
O -3.6699 -3.9829 1.4453 0.8396 0.7528 -0.9772
C -3.0269 -3.4013 0.7177 -0.7952 -0.7084 0.9440
V 0.1132 -0.2519 -1.5672 0.1982 -0.2783 -2.0768
C -1.6833 -0.0044 -2.4176 -3.3648 5.4942 -8.1767
C 0.7989 -2.1043 -1.9008 7.6624 -3.8341 -5.8577
O -1.9277 0.6589 -3.3959 1.1596 -5.0235 7.1431
O 1.7022 -2.4107 -2.6398 -6.6631 1.5949 5.4910
C 1.4226 2.1796 2.0423 -1.0445 -1.3544 -2.1907
C 1.0172 1.3914 0.7667 -0.2310 -0.2579 0.3026
N 0.6665 0.7479 -0.1602 1.8626 3.6406 5.7799
H 1.1981 3.2042 1.9636 -0.6631 1.3966 -0.6995
H 2.4505 2.1456 2.2263 1.8875 -0.5392 -0.1939
H 0.9387 1.8278 2.9196 -0.8484 -0.8833 0.5119
```
Positions in Å, forces in eV/Å.

Atomic partial charges in e from the Mulliken method, atoms 1 to 2: -0.102 0.103



This record from the Open Molecules 2025 dataset describes C3H6O3 in the gas phase. The level of theory is ωB97M-V/def2-TZVPD.

Properties
HOMO-LUMO gap ... 0.3531 Eh
Multiplicity ... 1
Net charge ... 0
SMILES ... C=C(CO)OO

The geometry in XYZ format:
```
12
Properties=species:S:1:pos:R:3:forces:R:3
O -1.3623 -1.8262 -0.2098 -0.3484 -0.4015 0.0808
C -0.8560 0.4269 -1.1973 0.0984 -0.0362 -0.0336
C -0.1453 0.0633 -0.1388 0.0120 0.0975 -0.2693
O -0.3010 -1.1658 0.4696 0.4998 0.3118 -0.0594
C 0.9543 0.9433 0.4637 -0.3388 -0.0344 -0.2812
O 1.7944 0.3297 1.4122 -0.0234 -0.1375 0.0867
H -1.2230 -2.7542 0.0300 0.3021 0.1902 0.1762
H -0.7899 1.4388 -1.5767 0.2126 -0.1633 -0.0950
H -1.4545 -0.3140 -1.7032 -0.3099 0.4123 0.0422
H 0.4966 1.8756 0.8350 0.0635 -0.3035 0.1478
H 1.5928 1.2342 -0.3813 -0.0746 -0.0982 0.3205
H 1.2939 -0.2516 1.9965 -0.0931 0.1629 -0.1157
```
Positions in Å, forces in eV/Å.

Atomic partial charges in e from the Mulliken method, atoms 1 to 2: -0.365 -0.894



This record from the Open Molecules 2025 dataset describes C3H7NS in the gas phase in a non-equilibrium geometry. The level of theory is ωB97M-V/def2-TZVPD.

Properties
HOMO-LUMO gap ... 0.3345 Eh
Multiplicity ... 1
Net charge ... 0
SMILES ... CNC(C)=S

The geometry in XYZ format:
```
12
Properties=species:S:1:pos:R:3:forces:R:3
C -1.9858 -0.5420 0.1108 -5.8569 -1.7094 1.7202
C 0.2413 0.1842 0.0114 -2.2579 -0.0960 -0.5586
C -0.5562 1.5120 -0.0042 1.0496 2.4640 -0.6599
H -2.6572 -1.5081 0.2327 1.5523 1.4717 -1.0759
H -2.3723 0.0584 -0.7484 -0.8687 -0.1687 1.4191
H -2.2249 -0.1841 1.2187 0.8586 0.1700 -2.3309
H -0.3864 -1.6874 -0.1655 1.6048 -3.8101 0.2660
H -1.4949 1.6390 0.5643 1.1349 -0.4326 0.7323
H 0.0001 2.5332 0.0288 -0.4792 -2.2231 0.0867
H -1.0709 1.4785 -0.9700 0.5804 0.2469 -0.4773
N -0.6959 -0.8070 -0.2373 1.9814 3.4021 0.6610
S 1.8051 -0.2253 0.0495 0.7007 0.6852 0.2174
```
Positions in Å, forces in eV/Å.

Atomic partial charges in e from the Mulliken method, atoms 1 to 2: -0.911 0.369



This record from the Open Molecules 2025 dataset describes 2 unconnected molecules or ions with the total composition C6H12NP in a non-equilibrium geometry. The level of theory is ωB97M-V/def2-TZVPD.

Properties
HOMO-LUMO gap ... 0.3258 Eh
Multiplicity ... 1
Net charge ... 0
SMILES ... CC(C)[C@@H]1C=P1.C=N

The geometry in XYZ format:
```
20
Properties=species:S:1:pos:R:3:forces:R:3
C 3.4866 -0.4599 -0.6280 0.9842 2.0861 -0.0520
C 0.9343 0.3171 1.0636 -0.6297 1.8211 -1.7307
C -2.1982 0.7654 -1.2709 -0.4458 1.2083 0.0909
C -1.9910 -0.6040 1.0065 -3.8885 1.6950 0.8793
C -0.0893 0.1067 -0.0364 1.9037 1.5683 0.3273
C -1.5278 0.5354 0.0979 1.4484 0.7963 0.2252
N 3.1596 -1.5545 -0.1748 -2.2523 -1.4284 -2.6049
P 1.2592 1.4876 -0.0719 -0.7208 -0.9436 0.4263
H 4.1954 0.2349 -0.1190 -0.3417 -0.2561 -0.3643
H 2.9936 -0.0746 -1.5314 0.4407 -0.2424 -0.0352
H -1.8562 1.7090 -1.8481 -0.2820 -1.3635 1.3137
H -2.0738 -0.0480 -1.9893 -0.1441 -0.2207 0.3091
H -3.2657 0.9125 -1.0083 0.3394 -0.1438 -0.7015
H -3.1907 -0.6203 1.1972 2.7319 -0.3663 -0.7328
H -1.5557 -1.4959 0.6220 -0.3546 -1.1005 -0.1225
H -1.5762 -0.4013 1.9920 0.1059 -0.1970 0.0649
H 0.0156 -0.7333 -0.6946 0.4432 -0.5261 -0.2713
H 1.2440 0.2058 2.0803 -0.2457 -0.8181 0.3801
H -1.4358 1.5265 0.6253 -0.7500 -0.9156 -0.2338
H 3.4719 -1.8090 0.6880 1.6577 -0.6529 2.8322
```
Positions in Å, forces in eV/Å.

Atomic partial charges in e from the Mulliken method, atoms 1 to 2: -0.477 -0.666



This record from the Open Molecules 2025 dataset describes 2 unconnected molecules or ions with the total composition C5H11NO in a non-equilibrium geometry. The level of theory is ωB97M-V/def2-TZVPD.

Properties
HOMO-LUMO gap ... 0.3156 Eh
Multiplicity ... 1
Net charge ... 0
SMILES ... C=CCNC=C.O

The geometry in XYZ format:
```
18
Properties=species:S:1:pos:R:3:forces:R:3
C 1.7854 -1.2079 -0.8813 -0.1477 0.8196 -0.8698
C 0.5482 -0.7670 -0.6309 -1.0432 0.4577 0.5144
N -0.4657 -1.4166 0.0386 0.7987 -1.2450 0.5434
C -1.5790 -0.7139 0.6893 0.3885 -0.2717 -0.9732
C -2.0877 1.3765 1.9345 2.2896 1.1344 -0.1475
C -1.1842 0.6242 1.2945 -2.3554 -0.4824 -0.4155
H 2.2460 -2.1552 -0.6590 -0.3716 -0.2648 0.3597
H 2.3110 -0.5793 -1.5799 0.3557 -0.1082 0.0553
H 0.1733 0.2231 -0.9098 0.8178 -0.2116 -0.5951
H -0.0771 -2.2607 0.4449 -0.7748 0.0852 0.3816
H -2.0995 -1.3852 1.3779 0.3664 0.0797 0.1368
H -2.3313 -0.5559 -0.1220 0.4101 0.3063 0.5830
H -1.7589 2.4104 2.0404 -0.2960 -0.0432 0.4368
H -3.0143 1.1480 2.4071 -0.5779 -0.6600 -0.1802
H -0.2834 1.0698 0.9023 0.1308 0.1052 0.2171
H 2.1322 2.4986 -2.0644 0.0411 0.3804 0.0528
H 2.7375 1.4571 -1.1055 0.0838 0.0765 0.2708
O 2.2959 1.5657 -1.9475 -0.1159 -0.1579 -0.3703
```
Positions in Å, forces in eV/Å.

Atomic partial charges in e from the Mulliken method, atoms 1 to 2: -1.274 0.191



Results for calculated total energy: -4508.4746 -2541.2753 -1528.0540 -1415.9922 -343.4844 -571.3822 -631.7634 -327.0243 (in a.u., following the order of the records).
Results for M: 975.682 303.770 124.884 176.027 90.078 89.163 129.143 101.149 (in Da, following the order of the records).
Results for energy above the lowest of the compared OMol25 structures with the same formula, charge and spin: 69.74 558.27 183.81 0.00 446.71 148.84 241.69 281.06 (in kJ/mol, following the order of the records).